# 1
A 11-piece molecular cluster, F6H20O10P overall, computed with ωB97M-V with the def2-TZVPD basis set.

```
37
Properties=species:S:1:pos:R:3:forces:R:3:nbo_charge:R:1
P 0.11813 -0.52696 -0.25977 -1.6 -0.2 0.9 2.598
F -0.45404 -2.02346 -0.54422 0.4 0.0 0.0 -0.592
F -0.33624 -0.08658 -1.75434 0.4 -0.2 -0.5 -0.609
F -1.41039 -0.16758 0.25876 0.0 0.2 0.0 -0.617
F 0.49455 1.01371 0.03520 0.8 -0.5 0.1 -0.586
F 0.47706 -0.92829 1.27054 0.2 0.0 0.0 -0.597
F 1.57149 -0.99228 -0.71050 0.2 0.7 -0.4 -0.577
O 1.83052 4.13046 -0.28128 0.1 -0.1 -0.1 -0.978
H 1.25483 3.47930 -0.72780 0.0 0.1 0.1 0.510
H 2.46834 4.36762 -0.96143 0.0 0.0 0.0 0.462
O -3.47815 -0.75349 -1.60217 0.0 0.1 -0.3 -0.973
H -2.55358 -0.56830 -1.39078 -0.1 -0.1 0.3 0.489
H -3.75314 -1.35653 -0.90581 0.1 0.0 0.0 0.478
O 2.65141 2.60516 2.07043 0.3 -0.1 0.0 -0.972
H 2.21086 1.77849 1.84824 -0.1 0.0 0.0 0.472
H 2.71438 3.07770 1.22554 -0.3 0.0 0.1 0.490
O -1.76607 -2.57894 2.18629 0.4 0.2 0.3 -0.950
H -1.89121 -1.87996 2.83899 -0.3 0.1 -0.2 0.460
H -1.13832 -2.18372 1.55855 -0.3 -0.2 0.0 0.499
O -2.05570 1.10705 -3.91549 0.1 0.0 0.1 -0.958
H -2.19893 0.49133 -3.18619 0.0 0.0 -0.1 0.488
H -2.84216 1.01138 -4.45963 0.0 0.0 0.0 0.469
O 2.42754 -1.34836 -3.73676 0.0 0.1 0.0 -0.953
H 1.65964 -1.16488 -4.28587 0.0 0.0 0.1 0.465
H 2.14107 -1.12344 -2.84292 0.0 -0.1 0.0 0.487
O 0.07774 2.78434 -2.00683 -0.1 0.3 -0.3 -0.967
H -0.75024 3.26941 -2.07210 0.0 0.0 -0.1 0.477
H -0.10463 1.93750 -2.43154 0.0 -0.1 0.2 0.503
O -1.63168 1.95902 2.38224 0.0 0.0 0.0 -0.955
H -1.16656 1.47430 1.68713 -0.1 0.0 0.0 0.491
H -1.96552 2.74399 1.94033 0.0 0.0 0.0 0.461
O 0.40782 -3.17174 4.05674 -0.2 0.4 0.1 -0.961
H -0.26545 -2.68282 3.54764 0.2 -0.6 -0.1 0.489
H 0.61485 -2.59309 4.79777 0.1 -0.1 0.0 0.468
O 2.40786 -4.04237 2.14661 0.0 0.1 0.0 -0.975
H 2.48996 -3.37024 1.46302 -0.1 0.0 0.0 0.467
H 1.74394 -3.68774 2.76140 0.0 -0.1 0.0 0.494
```
Forces are in eV/Å.

## Properties
Net charge: -1
Orbital gap in Eh: 0.395
Energy above the lowest of the compared OMol25 structures with the same formula, charge and spin in kJ/mol: 32.62

***

# 2
A 15-piece molecular cluster, F6H28O14P overall, computed with ωB97M-V with the def2-TZVPD basis set.

```
49
Properties=species:S:1:pos:R:3:forces:R:3:nbo_charge:R:1
P -11.67586 8.83029 14.57389 0.4 0.1 0.5 2.599
F -11.65732 8.78328 16.18687 0.0 -0.7 0.0 -0.591
F -12.47244 7.43488 14.44900 -0.1 -0.1 0.4 -0.594
F -13.07232 9.64719 14.68758 0.0 -0.1 -0.5 -0.594
F -11.69256 8.90383 12.96183 0.1 0.3 -0.1 -0.593
F -10.82889 10.19811 14.65298 0.0 0.2 -0.4 -0.586
F -10.26127 8.00519 14.55096 0.0 -0.2 -0.3 -0.613
O -13.29928 4.60207 13.60662 -0.4 -0.2 0.2 -0.985
H -13.17499 5.19089 12.85740 0.1 0.1 0.1 0.474
H -14.17245 4.85669 13.98069 0.2 0.0 -0.2 0.506
O -12.22835 12.42106 13.77912 0.2 0.0 0.1 -0.968
H -11.87196 11.53578 13.94719 0.0 0.3 0.0 0.491
H -11.91662 12.64646 12.90017 -0.2 0.0 -0.1 0.469
O -8.54961 7.43998 16.87281 0.0 -0.1 0.1 -0.956
H -8.14228 8.25786 16.57279 -0.1 0.0 0.0 0.470
H -9.22560 7.25947 16.20788 0.0 0.1 0.1 0.487
O -14.11528 12.20470 16.16020 -0.2 0.1 0.0 -0.965
H -14.74627 11.54767 15.85440 0.1 0.0 -0.1 0.459
H -13.46331 12.26522 15.44657 0.0 0.1 0.0 0.504
O -13.11212 10.44459 18.38920 -0.1 -0.2 0.3 -0.961
H -13.78712 11.07498 18.11208 0.3 0.1 -0.2 0.486
H -13.22157 9.70325 17.78377 -0.2 0.0 -0.1 0.472
O -10.63661 8.47041 19.19780 0.0 -0.1 0.0 -0.965
H -10.03373 8.13050 18.52543 0.0 0.0 -0.1 0.480
H -11.34525 8.89144 18.69763 0.1 0.2 0.1 0.481
O -13.13974 5.65920 17.39289 -0.2 0.0 -0.3 -0.995
H -12.81698 5.01992 18.03149 0.0 0.1 0.1 0.484
H -12.52136 5.59683 16.63986 0.3 0.0 0.3 0.501
O -8.00004 11.43520 13.28147 0.0 0.0 0.1 -0.962
H -8.47986 10.62276 13.06890 0.0 0.0 -0.1 0.494
H -8.42596 12.11017 12.74620 0.0 0.0 0.0 0.465
O -9.21547 12.53378 16.42146 0.1 0.1 -0.1 -0.943
H -9.23559 12.29058 15.48873 0.0 -0.1 0.0 0.480
H -8.56548 11.94241 16.80943 0.0 -0.1 0.0 0.462
O -11.21209 5.05319 15.44428 -0.3 -0.2 0.2 -0.980
H -10.90282 5.81109 14.93658 -0.1 0.1 0.0 0.484
H -12.05062 4.80722 15.00258 0.5 0.0 -0.5 0.501
O -9.03386 8.99690 11.52316 0.0 0.0 0.1 -0.955
H -8.24084 8.47194 11.38093 0.0 0.0 0.0 0.468
H -9.63879 8.41087 11.99469 -0.1 0.1 0.1 0.490
O -14.46868 7.93527 16.56117 0.0 -0.1 -0.1 -1.000
H -13.94985 7.23728 17.00084 -0.1 0.1 0.2 0.501
H -13.81977 8.42715 16.04032 -0.3 -0.1 0.1 0.481
O -14.68755 10.86888 12.57204 -0.2 0.0 -0.3 -0.934
H -15.41367 10.81691 13.19915 0.0 0.0 0.1 0.462
H -14.37073 9.96384 12.49144 0.1 0.0 0.1 0.473
O -15.59807 5.57685 14.84576 0.2 -0.1 0.1 -0.969
H -15.02045 6.05940 15.46051 -0.2 0.2 0.2 0.509
H -16.15250 6.26760 14.47346 0.0 0.1 0.0 0.478
```
Forces are in eV/Å.

## Properties
Net charge: -1
Orbital gap in Eh: 0.376
Energy above the lowest of the compared OMol25 structures with the same formula, charge and spin in kJ/mol: 30.66